Record 1
Here is a 2-piece molecular cluster, C6H12N2 overall in a non-equilibrium geometry from OMol25. Energies are from ωB97M-V/def2-TZVPD.

Cartesian coordinates (Å):
N: 0.872613 1.332947 -0.890274
N: 0.994845 -0.866280 -0.567164
C: 2.448891 -0.985988 1.548178
C: 0.435702 0.093810 -1.312531
C: 1.805876 -0.308455 0.412041
C: -3.317124 -0.681336 0.688346
C: -3.689963 0.358965 -0.373912
C: 1.893222 1.064722 0.230645
H: 1.030782 2.104260 -1.578314
H: 2.485198 -0.139677 2.344767
H: -3.439481 -1.716666 0.209732
H: -3.831711 1.448792 -0.361822
H: -2.234634 -0.558963 0.953014
H: -4.714150 0.134311 -0.743577
H: 1.755145 -1.845340 1.728326
H: -0.331127 0.008105 -2.147888
H: 3.325578 -1.481939 1.409876
H: -3.096012 0.104618 -1.247022
H: 2.293687 1.916213 0.860287
H: -3.775090 -0.490694 1.618092

Atoms 1-2, force components in eV/Å:
N 2.5465 0.1253 0.9582
N -1.3421 -0.0767 -0.4732

## Properties
strongest force on any atom	4.1	eV/Å
HOMO-LUMO gap	9.72	eV
LUMO energy	0.97	eV
E_HOMO	-8.7	eV
energy above the lowest of the compared OMol25 structures with the same formula, charge and spin	43.9	kcal per mole
SMILES string	Cc1c[nH]cn1.CC
multiplicity	1


Record 2
Here is one molecule with the formula CH4ClNO4S2 in a non-equilibrium geometry from OMol25. Energies are from ωB97M-V/def2-TZVPD.

Cartesian coordinates (Å):
Cl: -3.298922 -0.981905 -1.329203
S: 0.142033 1.578028 0.108582
S: -2.572748 -0.865394 0.710552
O: -1.175032 0.438447 0.477814
O: 0.538706 1.893643 1.441929
O: -2.060903 -2.184645 0.895298
O: -0.378000 2.435254 -0.902697
N: 1.315777 0.670478 -0.641145
C: 1.514540 -0.596543 0.030544
H: 1.866017 -1.377974 -0.661708
H: 0.730717 -0.957768 0.665070
H: 1.055257 0.562012 -1.585385
H: 2.322563 -0.613635 0.790348

Atoms 1-2, force components in eV/Å:
Cl 0.3503 0.3806 1.1811
S -1.8519 -2.3908 0.0098

## Properties
strongest force on any atom	3.5	eV/Å
HOMO-LUMO gap	9.14	eV
LUMO energy	-1.73	eV
E_HOMO	-10.9	eV
multiplicity	1


Record 3
Here is C35H26AsF6MoN7STe as an isolated structure from OMol25. Energies are from ωB97M-V/def2-TZVPD.

Cartesian coordinates (Å):
Te: 2.767530 0.963847 -0.545246
Mo: 0.110742 -0.188122 -0.175783
As: 2.367113 -3.263050 0.079431
S: -0.481148 1.772476 -1.440096
F: 2.478182 -2.180061 1.425234
F: 3.677848 -4.218255 0.504239
F: 1.206661 -4.166922 0.991588
F: 1.888186 -4.104108 -1.322884
F: 3.247281 -2.155660 -0.891408
F: 0.833982 -2.097065 -0.391509
N: 0.532156 2.837243 3.818685
N: -0.414195 -1.178129 1.664926
N: 0.459889 -5.733193 6.652546
N: 0.057617 1.287923 1.550964
N: 0.372644 -0.425961 -2.306681
N: -3.454169 -3.556197 -1.010769
N: -1.741075 -1.455508 -0.488960
C: 2.638365 5.481114 1.266916
C: 0.180177 3.378761 2.671324
C: -0.295892 -3.635709 6.178730
C: 6.748877 -0.259304 0.451404
C: -0.028227 0.756134 -2.799278
C: 2.123393 3.902547 -0.471665
C: 0.536203 -5.125832 4.459417
C: 0.615231 1.507980 3.856508
C: -0.049860 -4.626593 7.124372
C: 0.321734 0.005515 -5.006077
C: -0.250568 -2.879692 3.776962
C: 6.722935 -0.565131 1.802771
C: 3.207219 4.465036 2.026039
C: 5.586953 0.144284 -0.194214
C: 4.408764 0.236276 0.535508
C: 0.729296 -1.427531 -3.130983
C: 0.233217 -1.577471 3.898381
C: -0.064197 1.028587 -4.150970
C: 0.712619 -1.231613 -4.494844
C: 5.535991 -0.475212 2.520729
C: 0.111993 -0.731711 2.810300
C: 4.369187 -0.077773 1.888704
C: -1.042225 -2.354673 1.588292
C: -3.393482 -2.506679 -1.809485
C: -0.969377 -3.245856 2.642575
C: -2.677747 -3.556458 0.069051
C: -1.827501 -2.504907 0.354431
C: -0.005733 -3.894952 4.839912
C: 0.348589 0.721711 2.754869
C: 0.780933 -6.085951 5.435499
C: -2.518185 -1.446473 -1.563335
C: 3.231882 3.163599 1.546160
C: -0.027741 2.611613 1.518103
C: 2.099019 5.200964 0.018556
C: 2.675704 2.881229 0.302532
H: -1.443712 -4.214575 2.576508
H: -0.735395 -2.704391 6.509282
H: 1.040316 -2.358521 -2.679386
H: 1.686720 5.997916 -0.585822
H: -0.387640 1.993376 -4.515405
H: 3.647827 4.691787 2.987941
H: 3.710503 2.389179 2.129968
H: 7.672638 -0.330100 -0.106415
H: 3.439402 -0.034822 2.442904
H: 5.617357 0.382907 -1.249919
H: 1.214294 -7.064129 5.254213
H: -2.448077 -0.597599 -2.230927
H: 2.638690 6.497246 1.638400
H: 5.522808 -0.716274 3.575322
H: 0.798399 -5.343498 3.431305
H: 1.008960 -2.036165 -5.152131
H: 0.313521 0.168166 -6.075955
H: -0.258650 3.102549 0.585746
H: -0.259123 -4.542311 8.185655
H: 0.709988 -1.244974 4.810235
H: 0.872616 1.064071 4.810343
H: -4.042699 -2.490497 -2.676001
H: -2.749874 -4.420165 0.717825
H: 7.630268 -0.879568 2.300393
H: 1.732541 3.697034 -1.460081
H: 0.060611 4.453346 2.627303

Atoms 1-2, force components in eV/Å:
Te -0.1252 -0.1989 -0.2550
Mo 0.2176 0.1612 0.1731

## Properties
strongest force on any atom	0.5	eV/Å
HOMO-LUMO gap (alpha / beta)	6.52 / 3.97	eV
LUMO energy (alpha / beta)	-9.40 / -11.90	eV
charge	+3
E_HOMO (alpha / beta)	-15.9 / -15.9	eV
energy above the lowest of the compared OMol25 structures with the same formula, charge and spin	2.2	kcal per mole
multiplicity	4